(1)
The following is a quantum chemistry calculation of a structure of composition C44H54BKN11S4 at a distorted geometry, from the Open Molecules 2025 dataset.

```
115
C44H54BKN11S4 wB97M-V/def2-TZVPD
K 1.361 -0.408 0.742
C 5.631 0.210 1.360
C 5.510 1.715 1.171
C 5.170 2.399 2.488
C 4.563 2.006 -0.053
C 4.699 3.155 -0.848
C 3.689 3.065 -1.804
N 3.006 1.908 -1.595
N 3.522 1.276 -0.491
B 1.721 1.382 -2.273
N 1.742 1.717 -3.826
C 1.621 2.933 -4.367
C 1.634 2.847 -5.760
C 1.721 1.421 -5.972
N 1.736 0.777 -4.772
C 1.617 0.636 -7.243
C 1.626 -0.845 -7.034
C 0.285 1.039 -7.922
N 0.507 1.979 -1.610
C -0.619 2.477 -2.231
C -1.436 3.051 -1.261
C -0.814 2.760 -0.032
N 0.394 2.138 -0.239
C -1.410 3.044 1.284
C -0.676 4.218 1.934
C -1.537 1.804 2.162
H 6.435 -0.026 2.102
H 5.895 -0.303 0.455
H 4.672 -0.164 1.820
H 6.425 2.233 0.883
H 4.224 1.975 2.791
H 5.040 3.475 2.243
H 5.977 2.301 3.202
H 5.451 3.892 -0.584
H 3.499 3.757 -2.645
H 1.694 0.193 -2.134
H 1.442 3.827 -3.733
H 1.622 3.545 -6.536
H 2.374 0.863 -7.945
H 0.800 -1.188 -6.464
H 2.519 -1.242 -6.536
H 1.494 -1.306 -8.051
H -0.599 0.811 -7.331
H 0.156 0.398 -8.801
H 0.157 2.094 -8.075
H -0.800 2.379 -3.285
H -2.400 3.520 -1.462
H -2.358 3.440 1.078
H 0.324 3.933 2.328
H -1.206 4.725 2.726
H -0.387 4.963 1.159
H -0.599 1.458 2.618
H -1.964 0.922 1.598
H -2.256 1.958 2.906
C 0.510 -1.408 6.666
S 0.884 -2.851 5.659
C 1.575 -2.087 4.233
S 1.509 -0.434 4.024
N 2.052 -3.054 3.504
N 2.570 -2.660 2.294
C 3.079 -3.594 1.613
C 3.430 -3.440 0.201
C 3.759 -4.591 -0.527
C 3.939 -4.470 -1.914
C 3.886 -3.214 -2.445
C 3.565 -2.138 -1.624
N 3.318 -2.248 -0.342
H -0.021 -0.683 6.047
H 1.503 -1.051 6.961
H -0.069 -1.647 7.582
H 3.118 -4.564 2.018
H 3.748 -5.596 -0.016
H 4.128 -5.324 -2.495
H 3.923 -2.974 -3.454
H 3.529 -1.123 -2.007
S -1.435 -0.694 -1.190
C -2.455 -1.768 -0.531
N -3.812 -1.783 -0.610
C -4.533 -2.677 0.244
C -3.988 -2.617 1.661
N -2.544 -2.971 1.530
C -1.946 -3.540 2.772
C -2.327 -2.642 3.960
C -3.015 -3.051 5.083
C -3.360 -2.154 6.092
C -3.018 -0.772 5.954
C -2.332 -0.406 4.842
C -1.915 -1.346 3.911
C -1.843 -2.822 0.442
S -0.363 -3.453 0.008
C -4.500 -1.039 -1.605
C -4.869 0.322 -1.142
C -5.254 1.319 -2.050
C -5.582 2.611 -1.653
C -5.609 2.951 -0.330
C -5.251 1.981 0.645
C -4.924 0.682 0.198
H -4.487 -3.744 -0.055
H -5.573 -2.366 0.155
H -4.371 -3.382 2.267
H -4.120 -1.703 2.244
H -0.861 -3.479 2.699
H -2.294 -4.555 2.843
H -3.339 -4.127 5.069
H -3.803 -2.525 7.011
H -3.321 -0.115 6.745
H -1.910 0.593 4.839
H -1.450 -1.013 2.993
H -5.480 -1.456 -1.825
H -3.914 -0.991 -2.490
H -5.215 1.178 -3.072
H -5.929 3.316 -2.379
H -5.810 3.977 0.005
H -5.437 2.303 1.664
H -4.641 -0.029 0.935
```

## Properties
HOMO-LUMO gap (Eh): 0.237
LUMO energy (eV): 1.89
Charge: -1
Highest occupied orbital energy (eV): -4.56

***

(2)
The following is a quantum chemistry calculation of a cluster of 7 separate species, C44H54F12N10O12S4 in total at a distorted geometry, from the Open Molecules 2025 dataset.

```
136
C44H54F12N10O12S4 wB97M-V/def2-TZVPD
N -1.098 -1.136 0.208
O -0.415 -2.185 0.016
O -2.104 -0.886 -0.492
O -0.690 -0.289 0.986
C -2.233 -0.185 8.191
C -2.159 -1.528 7.373
C -2.406 -1.386 5.897
O -1.531 -0.371 5.408
C -1.879 0.044 4.071
N -0.757 -2.064 7.603
H -0.501 -2.165 8.585
H -0.784 -3.021 7.254
H -0.017 -1.497 7.200
H -3.219 0.223 7.972
H -1.461 0.482 7.809
H -2.121 -0.273 9.271
H -2.873 -2.200 7.848
H -3.468 -1.156 5.770
H -2.209 -2.223 5.220
H -0.977 0.437 3.605
H -2.787 0.642 3.997
H -2.057 -0.820 3.422
C -0.611 0.838 -3.950
N -0.397 -0.591 -4.258
C -0.168 -1.390 -3.218
C 0.166 -2.721 -3.457
C 0.355 -3.163 -4.764
C 0.054 -2.271 -5.838
C -0.249 -0.976 -5.536
C 1.019 -4.444 -5.116
C 0.276 -5.552 -5.496
C 0.876 -6.699 -5.937
N 2.227 -6.671 -6.142
C 2.983 -5.610 -5.877
C 2.378 -4.435 -5.383
C 2.905 -7.952 -6.340
H 0.385 1.287 -3.962
H -1.176 1.015 -3.042
H -1.019 1.353 -4.820
H -0.209 -1.019 -2.204
H 0.594 -3.294 -2.647
H 0.219 -2.588 -6.857
H -0.457 -0.258 -6.316
H -0.797 -5.534 -5.355
H 0.353 -7.623 -6.125
H 4.056 -5.654 -5.993
H 3.044 -3.688 -4.971
H 2.197 -8.778 -6.362
H 3.735 -8.177 -5.677
H 3.246 -7.957 -7.378
C -4.504 1.268 -0.237
N -3.780 2.557 -0.244
C -2.456 2.542 -0.375
C -1.743 3.732 -0.612
C -2.438 4.969 -0.634
C -3.805 4.917 -0.361
C -4.488 3.712 -0.252
C -1.700 6.239 -0.888
C -2.314 7.468 -0.534
C -1.707 8.686 -0.718
N -0.449 8.706 -1.206
C 0.168 7.612 -1.641
C -0.432 6.343 -1.469
C 0.257 10.001 -1.388
H -4.371 0.794 -1.208
H -5.550 1.459 -0.010
H -4.048 0.685 0.561
H -1.947 1.583 -0.350
H -0.719 3.691 -0.951
H -4.351 5.848 -0.319
H -5.540 3.605 -0.034
H -3.284 7.561 -0.065
H -2.118 9.655 -0.477
H 1.188 7.716 -1.980
H 0.017 5.421 -1.807
H 1.058 10.153 -0.665
H -0.410 10.849 -1.245
H 0.694 10.020 -2.384
C 4.781 4.479 6.774
N 4.302 3.374 5.914
C 3.130 3.437 5.260
C 2.764 2.435 4.370
C 3.612 1.302 4.233
C 4.797 1.234 4.984
C 5.138 2.313 5.793
C 3.261 0.096 3.443
C 1.922 -0.396 3.396
C 1.677 -1.494 2.618
N 2.644 -2.207 2.022
C 3.933 -1.790 2.088
C 4.216 -0.637 2.773
C 2.392 -3.414 1.269
H 4.221 4.331 7.699
H 4.527 5.431 6.317
H 5.830 4.358 7.026
H 2.490 4.276 5.491
H 1.812 2.498 3.866
H 5.394 0.335 4.976
H 6.027 2.331 6.405
H 1.201 0.141 3.993
H 0.653 -1.820 2.490
H 4.686 -2.347 1.551
H 5.268 -0.394 2.832
H 2.508 -3.219 0.204
H 1.347 -3.693 1.399
H 3.002 -4.241 1.625
C -5.296 -6.438 -1.904
F -6.005 -6.805 -2.959
F -5.256 -7.433 -1.049
F -4.089 -6.115 -2.320
S -6.251 -4.958 -1.040
O -7.662 -5.255 -1.056
O -5.679 -4.766 0.294
N -5.986 -3.689 -2.153
S -4.757 -2.922 -1.655
O -5.109 -1.849 -0.773
O -3.607 -3.705 -1.244
C -4.123 -2.091 -3.264
F -5.020 -1.244 -3.761
F -2.982 -1.456 -2.933
F -3.870 -2.977 -4.231
C 4.738 0.412 -4.389
F 3.949 1.059 -5.242
F 5.416 -0.504 -5.055
F 5.546 1.303 -3.826
S 3.767 -0.445 -3.008
O 3.049 -1.545 -3.656
O 4.834 -0.845 -2.081
N 2.689 0.774 -2.550
S 2.935 0.928 -1.048
O 2.862 -0.306 -0.285
O 4.069 1.801 -0.792
C 1.497 1.987 -0.458
F 0.365 1.352 -0.752
F 1.577 2.197 0.840
F 1.398 3.137 -1.156
```

## Properties
HOMO-LUMO gap (Eh): 0.139
LUMO energy (eV): -9.83
Charge: +4
Highest occupied orbital energy (eV): -13.62